# 1
A structure of composition C7H12ClI2NOPSTi in a non-equilibrium geometry. Source: the Open Molecules 2025 dataset; level of theory: ωB97M-V with the def2-TZVPD basis set.

- Highest occupied orbital energy (spin up / spin down): -14.982 / -14.983 eV
- 2S+1: 2
- Net charge: +2
- Relative energy (zero: lowest compared OMol25 entry of this formula, charge and spin): 110.9 kcal per mole
- F_max: 13.50 eV/Å
- ⟨S²⟩: 0.76
- LUMO level (spin up / spin down): -0.3450 / -0.3341 Ha
- Gap between HOMO and LUMO (spin up / spin down): 5.6 / 5.9 eV

Last column: Mulliken charge in e.
Cartesian coordinates (Å):
I  3.031  0.587  -1.422  0.1247
I  3.353  -0.356  0.865  0.0822
Ti  -1.574  -0.304  0.310  1.0979
P  0.330  -2.233  -0.779  0.9082
C  2.193  -2.633  -1.110  -1.0350
C  0.062  -3.850  0.168  -1.1327
H  -1.344  -2.762  -2.543  0.3474
H  0.035  -3.892  -2.615  0.3736
H  0.205  -2.211  -3.237  0.3434
C  -0.251  -2.838  -2.461  -1.0470
H  -0.979  -3.953  0.490  0.3716
H  0.311  -4.709  -0.468  0.3973
H  2.376  -3.654  -1.405  0.3807
H  2.746  -2.447  -0.179  0.1872
H  0.697  -3.862  1.058  0.3488
H  2.580  -1.928  -1.848  0.2699
C  2.898  2.548  0.507  0.1385
O  2.980  3.752  0.958  -0.2311
Cl  -3.459  -1.119  0.030  -0.2233
S  -0.717  4.063  1.716  0.1361
C  -2.312  3.674  0.722  -0.5537
C  -2.426  2.423  0.277  -0.1383
N  -1.312  1.714  0.741  -0.3413
C  -0.325  2.390  1.522  -0.0478
H  -2.944  4.516  0.638  0.4259
H  -3.199  1.999  -0.278  0.4567
H  0.640  1.912  1.917  0.3601

# 2
A structure of composition C7H12F3N2O9S4 in a non-equilibrium geometry. Source: the Open Molecules 2025 dataset; level of theory: ωB97M-V with the def2-TZVPD basis set.

- Highest occupied orbital energy: -7.129 eV
- 2S+1: 1
- Net charge: -1
- F_max: 1.19 eV/Å
- LUMO level: 0.0819 Ha
- Gap between HOMO and LUMO: 9.4 eV

Last column: Mulliken charge in e.
Cartesian coordinates (Å):
C  2.406  -1.896  0.316  -0.9948
S  1.825  -3.070  -0.869  1.3265
O  2.259  -2.640  -2.173  -0.6689
O  2.194  -4.397  -0.456  -0.7046
C  -0.004  -2.954  -0.837  1.1632
F  -0.412  -3.968  -1.682  -0.3602
C  -0.422  -1.619  -1.433  -1.7244
C  -1.584  -0.830  -0.801  0.3565
C  -1.099  0.507  -0.206  -1.0478
C  -0.577  0.484  1.188  -0.3931
N  -0.322  -0.579  1.830  -0.2831
O  -2.467  -1.498  0.126  -0.4128
S  -2.264  -2.952  0.697  1.3895
O  -2.600  -2.933  2.089  -0.6750
O  -2.966  -3.884  -0.134  -0.6724
C  -0.528  -3.300  0.547  -1.3632
H  2.059  -0.899  0.073  0.2594
H  2.157  -2.200  1.325  0.3632
H  3.485  -1.930  0.193  0.4285
H  0.436  -0.956  -1.440  0.6046
H  -0.617  -1.820  -2.482  0.3198
H  -2.234  -0.520  -1.614  0.4936
H  -1.963  1.173  -0.211  0.5146
H  -0.374  0.982  -0.857  0.4566
H  -0.375  1.459  1.619  0.4060
H  0.021  -0.347  2.757  0.2076
H  0.020  -2.852  1.362  0.3719
H  -0.475  -4.384  0.620  0.6357
N  -0.080  5.544  0.677  -0.4071
S  0.781  4.224  0.649  1.1299
O  2.194  4.400  0.720  -0.6072
O  0.288  3.183  -0.205  -0.4916
F  0.402  3.706  2.114  -0.2960
S  0.033  6.461  -0.605  1.1324
O  -0.523  7.748  -0.358  -0.6236
O  -0.273  5.816  -1.840  -0.5697
F  1.598  6.742  -0.700  -0.2635

Question: Which formula does entry 1 have?
Answer: C7H12ClI2NOPSTi

Question: Which value of net charge does entry 2 give?
Answer: -1